14
Properties=species:S:1:pos:R:3:forces:R:3:mulliken_charge:R:1 method="wB97M-V/def2-TZVPD" total_energy_ev=-8368.750 charge=0 lumo_energy_ha=0.0253 relative_energy_kcal_mol=104.5 largest_force_ev_per_a=3.59
C 2.020632 0.436274 -0.731289 -0.2839 -0.0168 0.5000 -0.7102
O 0.746822 0.062186 -0.211878 -0.3402 -0.7479 1.3804 -0.3573
C -0.034962 -0.403368 1.351980 1.4821 0.2713 -1.6758 -0.3250
C -1.215263 -0.751696 0.546818 0.7881 -0.5057 -1.6960 -0.4236
C -1.879733 0.529753 0.080694 -1.1170 -0.4104 -0.4894 0.0304
O -3.075937 0.566042 -0.069683 -0.1212 0.2610 -0.0005 -0.4716
H 1.861878 0.656444 -1.808361 -0.1413 -0.2396 0.5341 0.2228
H 2.739934 -0.407321 -0.675560 -0.0549 0.7527 0.2437 0.2498
H 2.334991 1.391799 -0.285835 0.5308 -0.4757 0.0553 0.2561
H -0.002900 0.502079 1.974664 0.0399 -0.2969 -0.5220 0.2845
H 0.268061 -1.317532 1.883941 1.0246 0.5857 -0.3886 0.2846
H -1.902301 -1.487190 1.060966 0.5708 0.9088 -0.8580 0.3611
H -0.545461 -1.194758 -0.447277 -2.4805 0.7833 2.4679 0.2712
H -1.286454 1.452742 -0.174532 0.1027 -0.8697 0.4490 0.3270

14
Properties=species:S:1:pos:R:3:forces:R:3:mulliken_charge:R:1 method="wB97M-V/def2-TZVPD" smiles="CC(=O)[C@H](C)O" total_energy_ev=-8372.617 charge=0 lumo_energy_ha=0.0313 relative_energy_kcal_mol=15.3 largest_force_ev_per_a=0.37
C 1.824449 0.028230 0.060100 0.0181 0.0019 0.0160 -1.2358
C 0.532651 0.809665 0.081066 0.0061 0.2542 -0.0814 0.8554
O 0.519911 1.988609 -0.216285 0.0224 -0.3574 0.0709 -0.6160
C -0.802905 0.145615 0.440803 0.1879 -0.1665 -0.0214 0.2162
C -1.078187 -1.100420 -0.398872 0.0259 -0.0559 -0.0494 -1.2556
O -1.830824 1.077880 0.261008 0.0041 0.1386 0.0022 -0.5847
H 1.917015 -0.684456 0.885209 -0.1369 0.0988 -0.0978 0.3492
H 1.889459 -0.536687 -0.877981 -0.0838 0.0539 0.1406 0.2875
H 2.652860 0.739894 0.084348 -0.1192 -0.1329 0.0159 0.3652
H -0.751983 -0.150474 1.504292 0.1005 0.0707 -0.1466 0.2061
H -1.049034 -0.853352 -1.465194 0.0189 -0.0369 0.1307 0.3161
H -0.360031 -1.900792 -0.190924 -0.0798 0.1215 -0.0359 0.3336
H -2.082684 -1.465865 -0.167107 0.1693 0.0532 -0.0069 0.3518
H -1.380692 1.902155 -0.000461 -0.1335 -0.0433 0.0630 0.4111

14
Properties=species:S:1:pos:R:3:forces:R:3:mulliken_charge:R:1 method="wB97M-V/def2-TZVPD" smiles=CC1OCCO1 total_energy_ev=-8372.029 charge=0 lumo_energy_ha=0.0377 relative_energy_kcal_mol=28.9 largest_force_ev_per_a=0.35
C -1.661744 -0.185806 0.452364 -0.0202 0.0441 0.0429 -1.0754
C -0.560359 -0.756944 -0.430038 -0.3208 -0.1400 0.0373 0.3528
O -0.047743 0.187088 -1.338937 -0.0864 0.0031 -0.0429 -0.4373
C 0.920143 0.918288 -0.610235 0.1767 0.1716 0.1071 -0.3733
C 1.458804 -0.108326 0.409748 0.2293 0.2153 0.0342 -0.2880
O 0.541815 -1.188974 0.340570 -0.0230 -0.0868 0.0118 -0.4184
H -2.016142 -0.956333 1.143567 0.0710 0.1001 -0.0993 0.3274
H -2.503796 0.154271 -0.158340 0.1433 -0.0413 0.0593 0.3146
H -1.286572 0.657783 1.042085 -0.0756 -0.1110 -0.0787 0.2422
H -0.931096 -1.609000 -1.005844 0.0907 0.0569 0.0130 0.2942
H 1.674918 1.282578 -1.311616 -0.0922 -0.0930 0.1219 0.3077
H 0.460720 1.782190 -0.109276 0.0906 -0.1297 -0.0629 0.2513
H 1.495766 0.304092 1.425870 -0.0222 -0.0380 -0.1443 0.2342
H 2.455290 -0.480906 0.150087 -0.1613 0.0486 0.0007 0.2678

14
Properties=species:S:1:pos:R:3:forces:R:3:mulliken_charge:R:1 method="wB97M-V/def2-TZVPD" smiles="C=CO.C=CO" total_energy_ev=-8370.576 charge=0 lumo_energy_ha=0.0215 relative_energy_kcal_mol=62.4 largest_force_ev_per_a=1.28
C -1.308523 0.384680 0.956313 0.1807 -0.1450 0.0738 -0.5667
C -1.211671 1.480394 0.220196 -1.1637 -0.2844 -0.4617 -0.0543
O -1.326903 1.399334 -1.174719 0.8202 0.4056 0.6479 -0.4992
H -1.601870 0.389289 1.996090 0.6918 0.3843 0.1762 0.2577
H -1.123916 -0.594415 0.535353 -0.5225 -0.0107 -0.2942 0.2633
H -1.187720 2.495965 0.594375 -0.2388 -0.0355 0.1839 0.2990
H -1.443488 2.306165 -1.483198 0.1731 -0.2322 -0.2262 0.3249
C 1.552810 -1.917773 0.343479 -0.0464 -0.2057 0.0183 -0.6333
C 1.449277 -0.787783 -0.337212 0.3876 -0.1168 0.1392 -0.0758
O 0.776211 -0.653625 -1.516903 -0.2325 0.1590 0.3895 -0.5166
H 2.119254 -1.952699 1.262446 0.1143 0.1250 -0.0560 0.2556
H 1.073330 -2.838823 0.038405 -0.0668 0.0886 -0.1616 0.2746
H 1.956599 0.112632 0.000931 -0.0776 0.0238 0.0889 0.3026
H 0.276609 0.176660 -1.435556 -0.0193 -0.1559 -0.5181 0.3682

14
Properties=species:S:1:pos:R:3:forces:R:3:mulliken_charge:R:1 method="wB97M-V/def2-TZVPD" smiles="CC(=O)CCO" total_energy_ev=-8369.861 charge=0 lumo_energy_ha=0.0100 relative_energy_kcal_mol=78.9 largest_force_ev_per_a=5.16
C 1.937806 0.328735 -0.407174 0.1876 -1.6140 -1.8348 -0.9456
C 0.823879 -0.513903 0.380469 0.1664 5.1321 -0.5072 0.4963
O 0.813880 0.320943 1.272623 -2.2628 -1.4805 4.1631 -0.5005
C -0.575343 -1.061080 -0.084049 0.5028 -0.2624 -0.2002 -0.4963
C -1.654201 -0.011953 0.275813 0.0439 -0.3748 0.1547 -0.4862
O -1.371328 1.248205 -0.292845 0.1523 0.0515 0.1608 -0.5359
H 2.930891 0.038655 -0.070669 -0.0125 -0.2133 -0.4914 0.3262
H 1.675950 0.087380 -1.409710 0.9634 -0.0495 -1.5712 0.3169
H 1.851729 1.447340 -0.304403 -0.4282 -1.4307 0.2916 0.2517
H -0.549489 -1.191632 -1.169769 0.0885 0.0220 0.0561 0.2570
H -0.861538 -2.035349 0.333953 0.3497 0.1989 0.1136 0.3472
H -1.754542 0.062457 1.367240 0.0913 -0.0299 -0.1990 0.2637
H -2.629188 -0.323452 -0.119518 0.3041 -0.0752 -0.0235 0.3779
H -0.638504 1.603652 0.228033 -0.1463 0.1258 -0.1127 0.3275

14
Properties=species:S:1:pos:R:3:forces:R:3:mulliken_charge:R:1 method="wB97M-V/def2-TZVPD" smiles="C=COCCO" total_energy_ev=-8370.972 charge=0 lumo_energy_ha=0.0339 relative_energy_kcal_mol=53.3 largest_force_ev_per_a=0.41
C -1.446011 -0.727681 0.987809 0.1517 -0.0069 0.0677 -0.6572
C -0.178142 -1.050290 1.208535 -0.2669 -0.1453 0.0508 0.0226
O 0.905476 -0.218593 1.183719 0.0167 -0.1194 -0.0456 -0.3894
C 0.931651 0.811504 0.208557 -0.0488 0.2048 -0.1918 -0.3936
C 0.727350 0.316453 -1.224372 0.4049 0.0058 0.0158 -0.5268
O -0.600692 0.074209 -1.641587 -0.1403 0.2577 -0.0745 -0.4679
H -1.760240 0.287977 0.772681 0.0544 -0.1437 0.0173 0.2581
H -2.202920 -1.500621 0.944648 0.1036 0.0652 0.1955 0.2148
H 0.132139 -2.067336 1.435625 -0.1182 0.1118 0.0486 0.3699
H 0.233141 1.627827 0.453440 -0.0092 -0.1617 -0.0103 0.3145
H 1.943191 1.226323 0.285090 -0.1915 -0.0458 -0.0360 0.3140
H 1.253213 -0.639629 -1.319087 -0.0407 0.1344 -0.0563 0.2889
H 1.211076 1.033149 -1.906456 -0.0250 -0.0525 0.1359 0.3250
H -1.149226 0.826706 -1.388606 0.1094 -0.1044 -0.1170 0.3272

14
Properties=species:S:1:pos:R:3:forces:R:3:mulliken_charge:R:1 method="wB97M-V/def2-TZVPD" smiles=OCC1COC1 total_energy_ev=-8370.872 charge=0 lumo_energy_ha=0.0326 relative_energy_kcal_mol=55.6 largest_force_ev_per_a=0.65
O 2.033089 0.997544 0.600093 0.2606 0.0180 -0.0363 -0.5214
C 1.376648 -0.124199 0.020731 -0.3983 -0.3806 -0.1435 -0.4983
C -0.117189 0.067059 0.300880 -0.0100 0.0924 0.2159 0.1294
C -1.084807 0.587359 -0.784244 0.1488 0.3137 -0.0982 -0.4588
O -1.979900 -0.518336 -0.587086 -0.1335 -0.0681 -0.0944 -0.3989
C -1.192684 -1.023984 0.495490 0.1055 -0.2596 0.3123 -0.3818
H 2.976889 0.930788 0.410152 -0.1669 0.0439 0.0358 0.3030
H 1.743410 -1.061004 0.469855 -0.1413 0.1497 -0.0052 0.2885
H 1.602641 -0.167803 -1.058026 -0.2605 -0.0532 0.1974 0.3059
H -0.185237 0.643574 1.218434 0.3818 0.5110 -0.1345 0.2951
H -1.556382 1.550389 -0.549384 0.0168 -0.1649 -0.0422 0.1996
H -0.720064 0.625253 -1.821038 0.0960 -0.0876 0.2627 0.2638
H -1.690955 -0.846538 1.462391 -0.0397 -0.3028 -0.2575 0.2044
H -0.970498 -2.094477 0.412693 0.1408 0.1881 -0.2123 0.2694

14
Properties=species:S:1:pos:R:3:forces:R:3:mulliken_charge:R:1 method="wB97M-V/def2-TZVPD" smiles=C[C@H]1OC[C@H]1O total_energy_ev=-8371.332 charge=0 lumo_energy_ha=0.0333 relative_energy_kcal_mol=45.0 largest_force_ev_per_a=0.40
C 1.417140 0.743279 0.115230 0.0122 0.0125 0.0081 -1.5547
C 0.599253 -0.541097 0.002278 0.2856 0.0202 -0.1645 0.3688
O 0.021255 -0.878437 1.275106 0.0472 -0.0796 0.1894 -0.4362
C -1.289981 -0.482173 0.834582 -0.3437 0.0715 0.0110 -0.4504
C -0.810816 -0.449315 -0.622197 0.0824 -0.3075 0.1100 0.0635
O -1.102874 0.669650 -1.409836 0.1538 0.1429 -0.0537 -0.5602
H 0.812321 1.604620 0.423958 0.0145 -0.1918 -0.0384 0.3777
H 2.170205 0.582806 0.893419 -0.0883 0.0211 -0.1241 0.3382
H 1.955173 1.002233 -0.806074 -0.1540 -0.1299 0.0676 0.3976
H 1.231625 -1.346282 -0.391460 -0.0965 0.0401 0.1576 0.2968
H -1.579902 0.510334 1.205595 0.0948 -0.1274 -0.0171 0.2468
H -2.052492 -1.216927 1.114065 0.1132 0.1042 -0.0906 0.2679
H -1.095942 -1.357332 -1.166785 0.1169 0.1414 0.0945 0.2883
H -0.274966 1.158642 -1.467885 -0.2381 0.2823 -0.1497 0.3559

14
Properties=species:S:1:pos:R:3:forces:R:3:mulliken_charge:R:1 method="wB97M-V/def2-TZVPD" total_energy_ev=-8367.548 charge=0 lumo_energy_ha=0.0317 relative_energy_kcal_mol=132.2 largest_force_ev_per_a=0.45
C 1.538257 -0.783916 0.731053 0.3227 -0.2982 0.0775 -1.0578
C 0.460815 0.622289 0.370640 -0.3216 -0.2014 0.2436 0.4688
O 0.924745 1.694284 -0.341124 -0.1336 -0.0104 -0.0076 -0.5121
C -0.043600 -0.544463 -0.189132 0.2157 0.2482 -0.0233 -1.0074
C -2.246373 -0.068385 -0.566334 -0.0757 0.2130 -0.1460 -0.0378
O -1.831325 0.774156 -1.350531 -0.2838 -0.1871 0.2294 -0.4857
H 2.177327 -1.149870 -0.071341 -0.1987 0.0832 0.0128 0.3153
H 2.163744 -0.172369 1.391763 -0.1520 0.0902 -0.2874 0.4259
H 1.126751 -1.588773 1.334500 0.2100 0.0968 0.0267 0.3351
H 0.239699 0.903548 1.400995 -0.0688 -0.0985 -0.0775 0.3751
H 0.274877 1.795092 -1.062108 0.3444 -0.0979 -0.0365 0.4172
H 0.252754 -0.579818 -1.248309 -0.0105 -0.0278 0.1485 0.2500
H -2.355052 0.120333 0.514355 -0.0619 0.1068 -0.1644 0.2502
H -2.682622 -1.022103 -0.914426 0.2139 0.0831 0.0043 0.2633

Repeat the eighth record exactly.
14
Properties=species:S:1:pos:R:3:forces:R:3:mulliken_charge:R:1 method="wB97M-V/def2-TZVPD" smiles=C[C@H]1OC[C@H]1O total_energy_ev=-8371.332 charge=0 lumo_energy_ha=0.0333 relative_energy_kcal_mol=45.0 largest_force_ev_per_a=0.40
C 1.417140 0.743279 0.115230 0.0122 0.0125 0.0081 -1.5547
C 0.599253 -0.541097 0.002278 0.2856 0.0202 -0.1645 0.3688
O 0.021255 -0.878437 1.275106 0.0472 -0.0796 0.1894 -0.4362
C -1.289981 -0.482173 0.834582 -0.3437 0.0715 0.0110 -0.4504
C -0.810816 -0.449315 -0.622197 0.0824 -0.3075 0.1100 0.0635
O -1.102874 0.669650 -1.409836 0.1538 0.1429 -0.0537 -0.5602
H 0.812321 1.604620 0.423958 0.0145 -0.1918 -0.0384 0.3777
H 2.170205 0.582806 0.893419 -0.0883 0.0211 -0.1241 0.3382
H 1.955173 1.002233 -0.806074 -0.1540 -0.1299 0.0676 0.3976
H 1.231625 -1.346282 -0.391460 -0.0965 0.0401 0.1576 0.2968
H -1.579902 0.510334 1.205595 0.0948 -0.1274 -0.0171 0.2468
H -2.052492 -1.216927 1.114065 0.1132 0.1042 -0.0906 0.2679
H -1.095942 -1.357332 -1.166785 0.1169 0.1414 0.0945 0.2883
H -0.274966 1.158642 -1.467885 -0.2381 0.2823 -0.1497 0.3559